[1]
{"formula": "C35H76O20S3", "method": "ωB97M-V with the def2-TZVPD basis set", "symbols": ["C", "C", "O", "S", "C", "O", "O", "H", "H", "H", "H", "H", "H", "H", "H", "C", "C", "O", "S", "C", "O", "O", "H", "H", "H", "H", "H", "H", "H", "H", "C", "C", "O", "S", "C", "O", "O", "H", "H", "H", "H", "H", "H", "H", "H", "C", "O", "C", "O", "O", "C", "H", "H", "H", "H", "H", "H", "C", "O", "C", "O", "O", "C", "H", "H", "H", "H", "H", "H", "C", "C", "C", "O", "C", "H", "H", "H", "H", "H", "H", "H", "H", "C", "C", "C", "O", "C", "H", "H", "H", "H", "H", "H", "H", "H", "C", "C", "C", "O", "C", "H", "H", "H", "H", "H", "H", "H", "H", "C", "C", "C", "O", "C", "H", "H", "H", "H", "H", "H", "H", "H", "C", "C", "C", "O", "C", "H", "H", "H", "H", "H", "H", "H", "H"], "positions_angstrom": [[1.67, 5.05, 2.08], [0.68, 4.16, 1.35], [-0.62, 4.58, 1.78], [-1.89, 4.04, 0.96], [-1.61, 4.80, -0.63], [-1.74, 2.62, 0.74], [-3.06, 4.58, 1.57], [2.69, 4.92, 1.73], [1.60, 4.86, 3.16], [1.33, 6.08, 1.97], [0.85, 4.23, 0.28], [0.80, 3.10, 1.62], [-2.58, 4.80, -1.13], [-0.89, 4.23, -1.21], [-1.32, 5.84, -0.47], [-0.62, 0.69, -6.15], [-1.53, 0.79, -4.93], [-2.77, 1.40, -5.32], [-3.96, 1.22, -4.23], [-3.39, 2.34, -2.95], [-5.14, 1.74, -4.84], [-3.90, -0.13, -3.74], [0.23, 0.08, -5.88], [-0.29, 1.68, -6.45], [-1.16, 0.19, -6.95], [-1.72, -0.18, -4.46], [-1.02, 1.35, -4.13], [-2.93, 1.78, -2.15], [-4.26, 2.92, -2.65], [-2.64, 3.01, -3.36], [-2.62, -1.04, -0.76], [-1.38, -0.18, -0.56], [-0.39, -0.51, -1.53], [0.77, 0.59, -1.78], [1.40, 0.71, -0.12], [1.74, -0.02, -2.63], [0.17, 1.85, -2.13], [-3.46, -0.69, -0.17], [-2.44, -2.08, -0.51], [-2.92, -0.96, -1.81], [-1.63, 0.88, -0.66], [-0.99, -0.32, 0.46], [1.64, -0.31, 0.18], [0.64, 1.16, 0.51], [2.30, 1.33, -0.09], [5.40, -0.74, -2.59], [4.39, -0.97, -1.60], [4.02, -2.18, -1.24], [3.13, -2.35, -0.45], [4.73, -3.14, -1.84], [4.24, -4.46, -1.66], [5.60, 0.32, -2.60], [5.01, -1.08, -3.55], [6.33, -1.27, -2.37], [4.08, -4.73, -0.62], [4.96, -5.17, -2.06], [3.32, -4.63, -2.22], [-6.94, -0.50, 5.62], [-5.58, -0.32, 5.20], [-5.39, 0.36, 4.09], [-6.25, 0.90, 3.44], [-4.09, 0.39, 3.82], [-3.73, 1.08, 2.62], [-7.58, -0.69, 4.76], [-7.27, 0.41, 6.12], [-6.92, -1.33, 6.31], [-4.23, 0.65, 1.76], [-2.65, 1.08, 2.52], [-4.11, 2.11, 2.68], [0.84, -2.20, 2.61], [-0.18, -1.60, 3.59], [0.19, -0.10, 3.65], [1.37, 0.06, 2.86], [1.99, -1.21, 2.74], [0.44, -2.24, 1.60], [1.17, -3.18, 2.94], [0.00, -2.03, 4.57], [-1.23, -1.80, 3.37], [0.43, 0.17, 4.68], [-0.55, 0.62, 3.32], [2.59, -1.43, 3.64], [2.73, -1.22, 1.94], [4.64, 3.89, -2.56], [4.45, 5.23, -1.83], [3.18, 4.94, -1.04], [3.34, 3.61, -0.59], [4.03, 2.85, -1.60], [5.70, 3.73, -2.77], [4.14, 3.88, -3.53], [4.31, 6.04, -2.54], [5.27, 5.37, -1.14], [2.27, 5.06, -1.64], [3.07, 5.65, -0.22], [3.35, 2.19, -2.14], [4.82, 2.28, -1.11], [-1.42, -5.54, -0.56], [-0.45, -4.65, 0.25], [0.94, -4.98, -0.33], [0.78, -6.18, -1.07], [-0.53, -6.17, -1.62], [-2.22, -4.95, -1.01], [-1.95, -6.28, 0.05], [-0.55, -4.90, 1.31], [-0.74, -3.61, 0.12], [1.64, -5.10, 0.50], [1.25, -4.21, -1.04], [-0.82, -7.18, -1.90], [-0.51, -5.59, -2.56], [4.28, 2.09, 3.21], [3.83, 1.53, 4.56], [4.88, 0.44, 4.81], [6.10, 1.07, 4.40], [5.79, 1.78, 3.20], [4.08, 3.15, 3.15], [3.80, 1.50, 2.43], [2.85, 1.05, 4.58], [3.89, 2.24, 5.38], [4.73, -0.39, 4.10], [4.99, 0.10, 5.83], [6.09, 1.11, 2.39], [6.41, 2.67, 3.15], [-4.87, -3.21, -2.65], [-5.64, -3.02, -1.35], [-4.88, -3.93, -0.41], [-4.60, -5.10, -1.19], [-4.36, -4.67, -2.54], [-4.01, -2.54, -2.63], [-5.42, -3.02, -3.57], [-6.69, -3.28, -1.45], [-5.63, -1.99, -0.99], [-5.44, -4.15, 0.50], [-3.90, -3.54, -0.09], [-4.92, -5.32, -3.21], [-3.28, -4.72, -2.71]], "mulliken_charge": [-1.715, 1.645, -0.539, 1.040, -1.020, -0.200, -0.712, 0.144, 0.386, 0.439, 0.017, -0.508, 0.386, 0.131, 0.449, -1.443, 0.705, -0.476, 1.163, -0.934, -0.690, -0.449, 0.352, 0.332, 0.397, 0.216, -0.169, -0.009, 0.526, 0.448, 0.041, 1.558, -0.371, 0.940, 1.100, -0.616, -0.657, 0.167, -0.500, -0.292, -0.363, -0.212, -0.368, -0.466, 0.002, -0.734, 0.021, 0.452, -0.263, -0.433, -0.668, 0.129, 0.324, 0.349, 0.238, 0.336, 0.287, -0.658, -0.333, 0.718, -0.565, -0.225, -0.160, 0.323, 0.284, 0.223, 0.263, -0.294, 0.395, 0.767, -1.035, -0.169, -0.131, -0.804, -0.775, 0.563, 0.398, 0.313, 0.496, -0.238, 0.218, 0.425, -0.915, -0.674, -0.589, 0.000, 0.128, 0.316, 0.342, 0.356, 0.270, 0.232, 0.377, -0.070, 0.263, 0.760, 0.674, -0.222, -0.512, -0.689, -0.942, 0.346, 0.269, -0.853, 0.286, 0.101, 0.375, 0.317, 0.721, -0.152, -0.424, -0.486, -0.623, 0.093, -0.503, -0.269, 0.404, 0.195, 0.396, 0.278, 0.334, 0.161, -0.699, 0.297, -0.475, -0.406, -0.343, 0.474, 0.342, 0.280, 0.377, -0.321, 0.333, 0.160], "smiles": "CCOS(C)(=O)=O.CCOS(C)(=O)=O.CCOS(C)(=O)=O.COC(=O)OC.COC(=O)OC.C1CCOC1.C1CCOC1.C1CCOC1.C1CCOC1.C1CCOC1", "e_tot_ev": -110980.0785, "de_lowest_kcal_mol": 0.00, "gap_ev": 9.7397, "e_homo_ev": -9.493, "max_force_ev_per_a": 1.5, "lumo_energy_ev": 0.25}

[2]
{"formula": "C37H44BrF4GeN3PRuSSi3", "method": "ωB97M-V with the def2-TZVPD basis set", "symbols": ["Ru", "F", "C", "C", "F", "C", "F", "C", "P", "C", "C", "C", "C", "C", "C", "C", "C", "C", "C", "C", "C", "C", "Br", "C", "F", "H", "H", "H", "H", "H", "H", "H", "H", "H", "H", "N", "C", "C", "C", "C", "C", "C", "N", "C", "C", "C", "S", "C", "N", "H", "H", "H", "H", "H", "H", "H", "C", "Si", "C", "C", "Ge", "Si", "C", "C", "C", "Si", "C", "C", "C", "H", "H", "H", "H", "H", "H", "H", "H", "H", "H", "H", "H", "H", "H", "H", "H", "H", "H", "H", "H", "H", "H", "H", "H", "H", "H", "H"], "positions_angstrom": [[0.14, -0.01, -0.04], [3.73, 0.24, 6.13], [3.47, 0.25, 4.85], [4.50, 0.16, 3.91], [5.75, 0.08, 4.30], [4.20, 0.17, 2.55], [5.22, 0.17, 1.72], [2.89, 0.21, 2.07], [2.53, 0.03, 0.24], [3.37, 1.49, -0.45], [3.67, 1.48, -1.82], [4.35, 2.53, -2.40], [4.75, 3.61, -1.62], [4.44, 3.64, -0.27], [3.74, 2.59, 0.31], [3.64, -1.34, -0.25], [3.17, -2.64, -0.08], [3.95, -3.74, -0.39], [5.23, -3.55, -0.91], [5.70, -2.26, -1.11], [4.92, -1.16, -0.78], [1.89, 0.32, 3.03], [0.06, 0.51, 2.56], [2.16, 0.34, 4.39], [1.17, 0.44, 5.26], [3.37, 0.63, -2.42], [4.57, 2.51, -3.46], [5.31, 4.42, -2.07], [4.75, 4.48, 0.34], [3.50, 2.64, 1.37], [2.16, -2.79, 0.30], [3.57, -4.74, -0.24], [5.84, -4.40, -1.16], [6.69, -2.10, -1.51], [5.33, -0.17, -0.93], [-3.42, 2.16, 0.18], [-4.18, 1.01, 0.19], [-5.54, 0.80, 0.33], [-5.97, -0.51, 0.27], [-5.07, -1.56, 0.03], [-3.73, -1.33, -0.14], [-3.27, -0.03, -0.04], [-1.99, 0.50, -0.18], [-2.14, 1.82, -0.04], [-1.07, 2.74, -0.32], [-1.13, 4.10, -0.32], [0.27, 4.75, -1.04], [0.86, 3.17, -1.28], [0.09, 2.21, -0.85], [-3.78, 3.10, 0.32], [-6.24, 1.62, 0.47], [-7.02, -0.73, 0.40], [-5.46, -2.57, -0.04], [-3.03, -2.12, -0.38], [-1.92, 4.74, 0.04], [1.80, 3.01, -1.79], [0.81, -4.75, -2.51], [0.58, -2.88, -2.55], [2.06, -1.91, -3.16], [-0.95, -2.11, -3.36], [-0.08, -2.42, 0.08], [0.97, -3.53, 2.43], [2.74, -3.05, 2.84], [0.92, -5.34, 1.93], [-0.24, -2.99, 3.78], [-2.00, -4.71, 0.15], [-2.73, -4.02, 1.75], [-2.80, -4.36, -1.52], [-1.63, -6.54, 0.30], [1.24, -5.07, -3.46], [-0.14, -5.27, -2.37], [1.50, -5.05, -1.72], [2.00, -1.87, -4.26], [3.02, -2.35, -2.89], [2.03, -0.88, -2.79], [-0.65, -1.66, -4.31], [-1.38, -1.33, -2.73], [-1.73, -2.84, -3.59], [3.45, -3.68, 2.32], [2.87, -3.20, 3.92], [2.99, -2.01, 2.62], [1.17, -5.51, 0.88], [-0.06, -5.78, 2.11], [1.64, -5.89, 2.54], [-0.86, -2.14, 3.51], [0.34, -2.71, 4.67], [-0.89, -3.81, 4.06], [-2.45, -2.99, 1.96], [-2.42, -4.64, 2.59], [-3.82, -4.06, 1.69], [-2.52, -3.41, -1.97], [-3.88, -4.36, -1.39], [-2.55, -5.16, -2.22], [-1.55, -6.85, 1.34], [-0.74, -6.88, -0.24], [-2.49, -7.07, -0.13]], "mulliken_charge": [0.147, -0.263, 0.533, 0.459, -0.277, 1.272, -0.379, -1.607, 2.607, 1.092, -0.745, -0.619, -0.827, -0.901, -0.794, 0.639, 0.804, -0.664, -0.967, -0.960, -0.276, -0.026, 0.034, 0.432, -0.373, 0.237, 0.498, 0.460, 0.516, 0.553, -2.251, 0.544, 0.484, 0.506, 0.567, 0.028, 0.654, -1.206, -0.836, -0.845, 0.990, -0.590, 0.427, 0.059, -0.347, -0.510, -0.078, -0.140, -0.007, 0.245, 0.461, 0.427, 0.398, 0.001, 0.444, 0.469, -0.759, 0.187, -0.472, -1.217, 0.355, 0.661, -0.943, -0.940, -1.148, 0.592, -0.838, -0.508, -1.335, 0.542, 0.169, 0.178, 0.681, 0.257, -0.417, 0.491, 0.313, 0.475, 0.411, 0.481, 0.065, 0.170, 0.086, 0.602, 0.322, 0.442, 0.469, 0.200, 0.339, 0.531, -0.354, 0.601, 0.397, 0.507, 0.425, 0.483], "e_tot_ev": -227297.1471, "gap_ev": [5.7247, 5.6894], "e_homo_ev": [-15.798, -15.767], "max_force_ev_per_a": 0.9, "charge": 3, "lumo_energy_ev": [-10.07, -10.08]}

[3]
{"formula": "C4H14O2S", "method": "ωB97M-V with the def2-TZVPD basis set", "symbols": ["C", "C", "C", "C", "S", "H", "H", "H", "H", "H", "H", "H", "H", "H", "H", "O", "H", "H", "O", "H", "H"], "positions_angstrom": [[1.37, 0.20, 1.71], [0.08, -0.54, 1.38], [-1.07, 0.34, 0.89], [-2.25, -0.46, 0.42], [-3.68, 0.56, -0.10], [1.12, 1.23, 1.99], [1.93, -0.26, 2.52], [2.02, 0.24, 0.85], [-0.24, -1.17, 2.22], [0.21, -1.33, 0.65], [-0.67, 0.93, 0.07], [-1.38, 1.05, 1.66], [-2.64, -1.15, 1.17], [-2.01, -1.06, -0.45], [-3.25, 0.82, -1.35], [0.44, 0.19, -2.08], [0.88, -0.65, -1.89], [-0.48, -0.09, -2.23], [3.34, 0.30, -2.12], [2.44, 0.58, -2.37], [3.82, 0.26, -2.96]], "mulliken_charge": [-1.046, -0.495, -0.242, -0.856, -0.190, 0.305, 0.346, 0.167, 0.390, 0.296, 0.230, 0.373, 0.358, 0.308, 0.092, -0.684, 0.341, 0.277, -0.630, 0.360, 0.301], "smiles": "CCCCS.O.O", "e_tot_ev": -19305.2601, "de_lowest_kcal_mol": 6.55, "gap_ev": 9.5333, "e_homo_ev": -9.130, "max_force_ev_per_a": 1.1, "lumo_energy_ev": 0.40}

[4]
{"formula": "C30H39F9N5O3P2SSeSn", "method": "ωB97M-V with the def2-TZVPD basis set", "symbols": ["Sn", "C", "P", "C", "C", "C", "P", "C", "C", "H", "H", "H", "H", "H", "H", "H", "H", "H", "H", "H", "H", "H", "H", "H", "H", "Se", "N", "C", "C", "C", "C", "C", "N", "C", "C", "N", "C", "C", "C", "C", "C", "N", "H", "H", "H", "H", "H", "H", "F", "C", "F", "F", "C", "O", "C", "F", "F", "F", "C", "F", "F", "F", "C", "S", "C", "O", "H", "H", "H", "H", "H", "H", "O", "C", "C", "C", "C", "C", "C", "N", "H", "H", "H", "H", "H", "H", "H", "H", "H", "H", "H"], "positions_angstrom": [[-0.78, -0.36, 0.72], [-3.42, 2.22, 2.56], [-1.65, 2.21, 2.11], [-1.47, 3.93, 1.47], [-0.87, 2.39, 3.77], [-1.06, 1.13, 4.63], [-0.19, -0.34, 3.93], [-0.69, -1.64, 5.12], [1.52, -0.01, 4.53], [-3.62, 2.98, 3.33], [-3.74, 1.24, 2.92], [-4.01, 2.45, 1.67], [-1.82, 4.64, 2.22], [-2.07, 4.04, 0.57], [-0.42, 4.14, 1.23], [-1.31, 3.26, 4.27], [0.20, 2.61, 3.62], [-2.12, 0.87, 4.70], [-0.69, 1.29, 5.64], [-0.60, -1.27, 6.14], [-0.05, -2.51, 4.99], [-1.72, -1.95, 4.93], [1.49, 0.27, 5.59], [1.99, 0.79, 3.96], [2.13, -0.91, 4.43], [5.46, 4.64, -1.78], [5.40, 3.22, -0.73], [4.14, 2.86, -0.67], [3.67, 1.72, 0.10], [4.53, 0.87, 0.79], [4.01, -0.21, 1.46], [2.63, -0.38, 1.49], [1.80, 0.44, 0.87], [2.29, 1.45, 0.14], [1.35, 2.24, -0.69], [0.07, 1.84, -0.72], [-0.79, 2.51, -1.48], [-0.43, 3.60, -2.26], [0.88, 4.01, -2.24], [1.80, 3.32, -1.45], [3.21, 3.66, -1.42], [3.73, 4.67, -2.08], [5.60, 1.07, 0.76], [4.66, -0.92, 1.98], [2.18, -1.20, 2.02], [-1.81, 2.15, -1.46], [-1.17, 4.12, -2.86], [1.23, 4.86, -2.82], [-6.22, -1.90, 0.72], [-5.17, -1.09, 0.90], [-4.92, -0.46, -0.27], [-5.53, -0.14, 1.79], [-3.89, -1.84, 1.38], [-2.79, -1.09, 1.16], [-3.77, -3.20, 0.59], [-4.06, -3.01, -0.71], [-4.58, -4.15, 1.06], [-2.51, -3.66, 0.66], [-4.03, -2.16, 2.90], [-3.76, -1.06, 3.65], [-5.25, -2.59, 3.24], [-3.14, -3.10, 3.27], [-3.29, -0.73, -3.55], [-1.53, -0.56, -3.17], [-1.11, 0.46, -4.60], [-0.89, -1.88, -3.42], [-3.40, -1.10, -4.57], [-3.78, 0.23, -3.42], [-3.69, -1.45, -2.84], [-1.46, -0.05, -5.50], [-0.02, 0.53, -4.62], [-1.55, 1.45, -4.51], [0.68, -1.66, -0.88], [1.44, -2.09, -1.76], [2.30, -1.10, -2.51], [2.76, -1.50, -3.92], [3.94, -2.47, -3.93], [3.76, -3.63, -2.95], [2.33, -4.16, -2.93], [1.45, -3.40, -2.05], [3.16, -0.86, -1.88], [1.69, -0.20, -2.57], [3.05, -0.59, -4.46], [1.91, -1.93, -4.45], [4.87, -1.93, -3.68], [4.06, -2.86, -4.94], [4.03, -3.33, -1.93], [4.44, -4.44, -3.22], [2.32, -5.18, -2.56], [1.93, -4.19, -3.95], [0.73, -3.91, -1.57]], "mulliken_charge": [1.674, -1.281, 1.104, -1.477, -1.291, -1.194, 1.076, -1.317, -1.533, 0.471, 0.096, 0.471, 0.523, 0.362, 0.340, 0.607, 0.256, 0.359, 0.672, 0.422, 0.390, 0.221, 0.512, 0.340, 0.428, 0.289, -0.854, 0.738, 0.883, -0.823, -1.364, -0.733, 0.694, -0.693, -0.749, 1.140, -0.979, -1.191, -0.740, 0.777, 0.806, -0.853, 0.539, 0.568, 0.748, 0.620, 0.583, 0.559, -0.264, 0.364, -0.156, -0.241, 1.079, -1.182, 0.312, -0.275, -0.257, -0.229, 0.335, -0.246, -0.260, -0.286, -1.181, 1.074, -1.271, -0.712, 0.438, 0.382, 0.202, 0.472, 0.250, 0.370, 0.017, -0.768, 1.052, -0.879, -0.888, -0.565, -0.787, -0.010, 0.282, -0.566, 0.463, 0.309, 0.312, 0.402, 0.244, 0.427, 0.468, 0.258, 0.317], "e_tot_ev": -170381.7720, "de_lowest_kcal_mol": 22.63, "gap_ev": 7.4684, "e_homo_ev": -10.742, "max_force_ev_per_a": 0.7, "charge": 1, "lumo_energy_ev": -3.27}

| no. | molar mass (Da) |
| --- | --- |
| 1 | 913.17 |
| 2 | 1007.65 |
| 3 | 126.22 |
| 4 | 980.34 |